(1)
Molecular formula: C3H4LiO4Zn
Method: DFT, wB97M-V/def2-TZVPD

Structure (XYZ):
```
13
Properties=species:S:1:pos:R:3
Li -0.370 1.960 -0.727
C 0.444 -0.347 -0.122
C -1.669 -1.229 0.024
O 1.037 0.431 -0.929
Zn 2.100 0.748 0.635
O 1.421 -1.051 0.566
H -1.416 -1.785 0.929
O -1.126 1.031 0.606
H -2.843 0.086 1.300
O -0.522 -1.096 -0.798
H -2.438 -1.808 -0.487
H -2.879 0.523 -0.403
C -2.236 0.155 0.397
```

E   -2204.18944 Eh
Gap between HOMO and LUMO   0.2158 Eh
Net charge   +1
2S+1   1



(2)
Molecular formula: C4H8N2
Method: DFT, wB97M-V/def2-TZVPD

Structure (XYZ):
```
14
Properties=species:S:1:pos:R:3
H 0.788 0.525 1.031
H -0.835 2.177 0.134
C -0.482 -0.558 -0.106
H 1.894 -1.489 0.559
C -1.731 -0.329 0.656
N 0.501 0.485 0.058
H -0.100 -1.581 0.280
H -0.142 1.777 -1.459
N -2.677 -0.045 1.260
H 0.880 2.507 -0.219
C 1.212 -2.300 0.225
C 0.061 1.802 -0.383
H -0.738 -0.681 -1.162
H 1.368 -2.290 -0.874
```

E   -266.52406 Eh
Gap between HOMO and LUMO   0.3085 Eh
Net charge   0
2S+1   1



(3)
Molecular formula: C16H18ClNO3
Method: DFT, wB97M-V/def2-TZVPD

Structure (XYZ):
```
39
Properties=species:S:1:pos:R:3
H 2.880 -1.133 -2.321
H -2.986 -0.025 4.535
C -2.301 -0.400 2.560
C -0.675 0.190 0.261
H -3.307 -2.950 0.583
H 6.293 1.068 -3.068
O -1.327 1.512 3.562
H 3.070 -1.070 -4.940
C -0.630 0.979 1.384
C 0.193 -0.230 -2.058
H -4.674 -3.448 2.590
H 4.575 -0.762 -5.801
C -1.605 -0.973 0.216
C -1.400 0.782 2.586
C 4.591 -0.045 -3.771
C 3.870 -0.347 -5.086
H 1.292 -0.074 -3.888
H 1.293 1.406 -2.934
C -3.251 -2.324 1.460
H 6.524 0.324 -4.658
O -1.718 -1.668 -0.777
C 2.715 -0.050 -2.255
H 0.329 -1.301 -1.879
O 3.782 0.657 -2.841
H -4.515 -1.983 4.573
C -4.011 -2.596 2.583
H 2.712 0.228 -1.194
H 0.662 1.307 -0.704
C -3.071 -0.681 3.682
H 3.451 0.569 -5.496
C 5.814 0.835 -4.014
H -0.744 -0.111 -2.617
C -3.922 -1.774 3.695
Cl 0.449 2.350 1.403
H 5.506 1.765 -4.483
C 1.358 0.318 -2.874
N 0.104 0.465 -0.799
C -2.390 -1.228 1.437
H 4.912 -0.998 -3.315
```

E   -1361.15837 Eh
Gap between HOMO and LUMO   0.2663 Eh
SMILES string   CC(C)OCCCNC1=C(Cl)C(=O)c2ccccc2C1=O
Net charge   0
2S+1   1



(4)
Molecular formula: C6H18INSi2
Method: DFT, wB97M-V/def2-TZVPD

Structure (XYZ):
```
28
Properties=species:S:1:pos:R:3
H -1.109 -2.546 3.729
I 0.255 0.272 1.978
H 0.112 -3.504 3.115
H -3.200 -1.181 1.700
H -0.542 -2.299 -1.233
H -2.832 -1.017 0.035
H -1.230 2.041 -0.206
H 1.392 3.761 0.557
H 2.930 2.934 0.205
N 1.203 0.493 0.289
H 0.665 -1.290 -0.502
C 2.079 3.337 -0.153
C 0.118 -2.176 -0.301
H 2.782 1.083 -2.668
H -0.885 3.222 -1.295
C -0.778 -3.098 2.897
H 1.545 1.975 -3.268
C -2.743 -1.739 0.926
H 0.944 -2.958 -0.366
H 2.317 3.990 -1.069
C -0.745 2.277 -1.027
Si -0.809 -1.983 1.327
C 1.776 1.227 -2.627
H -1.281 1.634 -1.871
H -3.073 -2.661 0.731
Si 1.105 1.803 -0.855
H 1.452 0.268 -2.874
H -1.446 -3.868 2.827
```

E   -1170.73973 Eh
Gap between HOMO and LUMO   0.2886 Eh
Net charge   0
2S+1   1



(5)
Molecular formula: C25H39F2N3O10S6
Method: DFT, wB97M-V/def2-TZVPD

Structure (XYZ):
```
85
Properties=species:S:1:pos:R:3
C -6.622 5.767 1.261
H -0.699 -4.089 -3.089
S -4.686 -0.811 -1.557
S -2.367 -3.649 -1.428
H 3.323 -0.639 -0.671
C 3.506 0.080 1.330
H -2.888 -3.531 -6.898
C 0.755 0.339 1.375
H -4.217 6.052 2.773
H 8.818 0.090 3.819
H -4.948 4.444 3.085
O -5.090 -1.644 -0.393
H -5.196 1.271 -0.556
O -5.329 3.633 0.404
H -6.642 0.537 -1.297
H -5.185 -2.436 -3.206
S -1.147 -5.132 -6.996
C -1.596 -0.535 1.201
H 8.075 2.349 5.809
N -2.556 2.104 1.588
O 3.911 0.754 4.684
H 8.736 -0.032 5.606
H 0.770 0.449 4.422
C 8.682 2.683 4.967
H -2.305 -5.487 0.061
H -3.690 -1.025 1.041
N 0.827 1.163 3.706
C -2.956 -0.245 1.194
H -3.341 4.560 2.328
H -2.338 -4.483 -3.665
O 5.327 3.458 3.387
H -1.288 -2.749 -6.817
O -0.957 -5.241 -5.522
H -1.818 -2.785 -3.558
C -5.579 0.740 -1.426
F 4.074 3.056 1.391
C 3.905 0.831 3.504
C 4.976 0.087 1.601
O 6.432 2.780 1.327
C -1.740 -3.771 -3.102
H -0.970 -5.565 -1.119
H -0.200 -1.178 -0.799
H 0.892 -3.897 -7.182
N 5.133 1.109 2.681
H -6.456 6.770 1.653
H -7.251 5.820 0.374
C -1.880 -3.522 -7.307
C -3.367 1.060 1.371
H 0.348 -4.541 -8.763
C 0.652 -0.531 -1.022
C 2.801 -0.287 0.209
O 10.817 1.779 6.243
C 1.483 0.674 2.536
O 5.850 -0.608 1.212
H -0.571 2.623 1.748
H -7.096 5.135 2.012
S 10.197 1.725 4.893
H -1.924 -3.346 -8.382
C 2.860 0.536 2.481
H 8.131 2.563 4.036
H -6.638 -1.507 -2.759
O 0.225 0.637 -3.061
F -0.168 1.717 -1.191
C -0.725 0.531 1.383
S 5.338 2.654 2.217
H -4.428 1.288 1.329
C 0.233 0.632 -1.875
C -1.260 1.799 1.587
C 0.460 -4.753 -7.700
H 10.165 -0.638 4.729
H 1.305 -1.135 -1.650
H -5.404 -0.785 -3.839
C 9.389 0.125 4.748
H 8.946 3.729 5.102
S -5.049 5.045 0.775
H 1.095 -5.625 -7.565
C -5.574 -1.443 -2.987
C 1.412 -0.152 0.235
H -2.634 -6.008 -1.610
H -5.406 1.335 -2.322
H 1.358 1.942 4.079
H -1.257 -1.549 1.055
C -2.030 -5.353 -0.983
O -1.419 -2.778 -0.670
C -4.319 5.028 2.413
```

E   -4481.40551 Eh
Gap between HOMO and LUMO   0.2836 Eh
Net charge   0
2S+1   1



(6)
Molecular formula: C2H7N2P
Method: DFT, wB97M-V/def2-TZVPD

Structure (XYZ):
```
12
Properties=species:S:1:pos:R:3
P 2.402 0.132 0.535
N 3.347 0.158 -0.677
H 4.278 0.535 -0.578
H -0.482 1.476 0.097
C -0.401 -0.662 0.374
C -1.112 0.608 -0.091
N 0.877 -0.882 -0.239
H -0.249 -0.627 1.455
H -1.320 0.553 -1.160
H -1.032 -1.533 0.150
H -2.054 0.736 0.437
H 0.894 -0.738 -1.238
```

E   -531.23423 Eh
Gap between HOMO and LUMO   0.3259 Eh
SMILES string   [H]/N=P/NCC
Net charge   0
2S+1   1



(7)
Molecular formula: C4H13NO
Method: DFT, wB97M-V/def2-TZVPD

Structure (XYZ):
```
19
Properties=species:S:1:pos:R:3
C 2.047 0.233 -0.883
C 0.773 -1.434 0.483
H 1.608 -1.512 1.181
H 2.059 1.232 -1.319
H -3.284 -0.309 0.684
H 1.194 0.872 1.645
O -2.111 -0.044 -1.012
H -0.125 0.189 -0.942
H -1.227 -0.543 -0.687
H -3.560 1.183 -0.254
H 0.480 1.877 0.563
H 2.885 0.179 -0.185
N 0.476 0.930 0.929
C -2.801 0.486 0.104
C 0.728 -0.035 -0.141
H -0.150 -1.627 1.027
H -2.103 1.026 0.753
H 2.221 -0.505 -1.663
H 0.891 -2.198 -0.283
```

E   -290.14667 Eh
Gap between HOMO and LUMO   0.3773 Eh
SMILES string   CC(C)N.CO
Net charge   0
2S+1   1



(8)
Molecular formula: C31H46FeNO2
Method: DFT, wB97M-V/def2-TZVPD

Structure (XYZ):
```
81
Properties=species:S:1:pos:R:3
Fe -0.530 0.618 1.502
H 1.159 -2.202 -0.731
H -0.257 -1.196 -0.407
C 0.001 -3.120 1.465
H 0.023 2.848 3.182
C 0.376 -0.216 6.031
H -1.762 2.479 -1.300
C 1.377 -3.850 6.273
C -1.359 2.192 -3.404
C -0.509 3.009 -4.440
H 3.202 1.124 0.737
H -2.303 -1.758 2.182
H -0.222 4.007 -4.099
H 0.899 -2.511 -7.918
C 0.879 -1.872 1.365
H 2.393 1.539 3.276
C 0.545 -1.082 3.710
C 1.012 -2.527 5.672
C 0.517 1.894 -4.202
C 2.357 -2.178 1.578
H -3.325 1.548 -2.793
H 1.037 1.116 7.603
C 0.775 -1.396 -0.090
H -0.161 1.833 6.492
O -0.463 1.071 -3.479
H -1.666 0.374 -6.879
C -2.808 1.835 -3.720
C -2.246 -0.153 0.626
H -0.790 -0.992 -8.638
C 1.215 1.960 0.157
C 0.750 -1.465 6.532
H 2.692 -2.860 0.783
N 0.423 -0.850 2.339
H 0.833 -1.617 7.611
H 2.940 -1.250 1.519
H 0.918 1.394 -5.088
C 0.157 2.537 0.948
H -0.256 3.225 -1.850
H 1.188 -3.173 3.654
H -0.665 0.642 7.724
C 1.799 1.717 2.379
H 1.264 1.985 -0.931
H -0.602 3.221 0.580
H 0.530 -3.966 1.008
H -2.307 0.277 3.967
C 0.969 -1.544 -7.419
H -0.262 -3.376 2.494
H 2.341 -3.792 6.792
C -2.242 0.371 2.887
H -3.247 2.741 -4.151
H -1.837 3.938 -2.313
H -0.866 3.026 -5.476
C 0.131 0.908 7.008
H 0.634 -4.141 7.023
H -0.945 -2.969 0.932
H 1.387 -0.507 -0.276
C 0.244 -0.048 4.654
H -0.121 1.182 -6.707
H -2.411 2.594 2.584
H -2.306 -0.701 -0.311
H 1.541 -1.355 -5.341
H -2.523 1.963 -0.039
H -0.107 0.933 4.318
C -2.211 -0.703 1.951
C -0.587 0.183 -6.790
H 2.568 -2.648 2.539
H -2.866 0.977 -4.389
C 0.943 -2.323 4.293
O -0.322 -0.568 -5.551
C -0.003 -0.522 -8.030
H 0.300 -2.556 -5.615
H 1.439 -4.642 5.527
C -2.335 1.272 0.766
C -2.300 1.599 2.162
C 2.224 1.495 1.042
H 0.529 0.189 -8.677
H 1.347 2.217 -3.562
H 1.992 -1.182 -7.540
C 0.516 2.352 2.347
C -1.291 3.003 -2.135
C 0.646 -1.572 -5.926
```

E   -2677.55020 Eh
Gap between HOMO and LUMO (spin up / spin down)   0.2673 / 0.2115 Eh
Net charge   0
2S+1   6



(9)
Molecular formula: C24H25AuN3Te
Method: DFT, wB97M-V/def2-TZVPD

Structure (XYZ):
```
54
Properties=species:S:1:pos:R:3
H -2.445 2.028 1.465
H -4.834 1.030 -1.450
N -2.554 -0.371 -1.715
C 3.941 -0.409 -1.183
N -1.493 0.373 3.351
C -1.368 -2.801 -0.168
H -3.372 -4.135 0.877
H 4.376 -0.828 0.878
Te 1.838 -0.628 -0.850
H 3.838 0.017 -3.283
H -5.811 -3.706 0.799
C -5.208 0.083 -1.851
C -0.029 -1.159 2.876
C 4.790 -0.598 -0.097
N -0.091 -0.302 1.802
H -6.301 0.095 -1.844
C 1.746 4.172 0.190
H -1.383 1.402 0.202
C -0.892 -0.764 3.849
C 6.707 -0.211 -1.499
H 6.283 0.189 -3.564
C -5.116 -3.045 0.295
C -1.420 1.731 1.242
C 1.259 3.723 -1.028
H 0.889 4.429 -1.761
H -0.792 -1.989 0.285
H -6.624 -1.717 -0.480
C 6.167 -0.493 -0.253
H 7.780 -0.136 -1.622
H -0.902 -3.008 -1.141
C -4.687 -1.084 -1.067
H -1.132 -1.166 4.817
Au -0.618 -0.402 -1.948
C -3.749 -3.271 0.333
C 2.216 3.256 1.122
H -0.764 2.596 1.367
C 1.248 2.364 -1.322
C 4.490 -0.130 -2.431
H 0.851 2.018 -2.268
C -2.819 -2.448 -0.295
H 0.619 -2.020 2.870
H -4.850 0.049 -2.884
H 1.760 5.232 0.413
C 5.866 -0.030 -2.589
C 1.727 1.448 -0.396
C 2.206 1.900 0.830
H 6.819 -0.633 0.601
C -0.988 0.601 2.109
H 2.554 1.187 1.566
H 2.589 3.597 2.081
C -5.559 -1.932 -0.421
H -1.255 -3.691 0.457
C -3.257 -1.299 -1.042
H -2.245 0.884 3.777
```

E   -1497.47871 Eh
Gap between HOMO and LUMO   0.1676 Eh
Net charge   -1
2S+1   1



(10)
Molecular formula: C20H29N3O4S
Method: DFT, wB97M-V/def2-TZVPD

Structure (XYZ):
```
57
Properties=species:S:1:pos:R:3
H 5.162 0.438 1.130
N -1.886 -1.683 -0.391
H -1.416 -4.281 0.214
H -3.578 1.523 -0.389
S 4.030 -1.627 -0.350
H -1.325 0.851 0.498
H -3.329 3.139 0.269
C -1.078 2.211 -1.153
C -0.885 -2.112 1.716
N 1.163 2.277 -0.109
H 0.804 1.429 1.756
C -1.563 1.895 0.271
C 0.319 2.835 -1.149
H -3.433 1.757 1.359
H -0.940 3.819 1.018
H 2.206 -1.058 -2.483
C 1.607 -1.257 -1.609
C -2.329 -3.868 0.636
H -4.887 -1.022 -1.676
H 0.824 2.658 -2.099
C 4.631 0.870 0.280
C 0.677 2.393 1.251
C -0.804 2.767 1.270
H 2.050 -2.042 1.651
H -1.085 1.299 -1.748
H 2.742 0.478 1.235
C -0.501 -1.558 -0.552
H -1.762 2.916 -1.627
H 3.337 2.129 1.452
H 0.250 3.918 -0.993
C 3.233 1.314 0.733
H -4.499 -2.467 -0.732
H -2.544 -4.373 1.574
O 4.419 -1.896 1.006
H -3.043 -1.953 1.351
H 4.235 0.214 -1.616
H -1.007 -1.245 2.372
H 1.259 3.144 1.803
O 4.434 -2.539 -1.378
C -4.266 -1.416 -0.877
H -4.489 -0.878 0.042
O 2.748 1.696 -1.592
C 2.371 1.774 -0.433
C -3.071 2.089 0.387
H -3.144 -4.065 -0.055
C 1.516 -1.818 0.740
C -2.819 -1.219 -1.272
H -0.627 -2.970 2.334
O -2.507 -0.655 -2.300
C -2.151 -2.369 0.878
C 0.143 -1.829 0.661
C 0.221 -1.258 -1.695
H -1.189 2.616 2.280
H -0.279 -1.051 -2.626
N 4.632 -0.136 -0.753
H 5.189 1.730 -0.099
C 2.235 -1.534 -0.412
```

E   -1642.98323 Eh
Gap between HOMO and LUMO   0.3325 Eh
SMILES string   CC(=O)N1c2ccc(S(=O)(=O)NCCC(=O)N3CCC(C)CC3)cc2C[C@@H]1C
Net charge   0
2S+1   1



(11)
Molecular formula: C46H43N2OP2Y
Method: DFT, wB97M-V/def2-TZVPD

Structure (XYZ):
```
95
Properties=species:S:1:pos:R:3
C 5.843 -1.727 -0.537
H 2.741 0.038 2.412
H -4.386 -2.288 -2.475
H -1.165 6.613 -1.185
H -0.250 2.988 1.545
C 0.619 1.328 3.558
C 3.644 -2.236 0.311
C 0.041 -2.431 1.983
C 1.266 2.698 0.052
H 0.592 0.396 -3.091
O -1.050 -1.060 -1.248
C -0.921 1.921 -3.369
C -0.688 -3.175 2.923
C 2.922 1.048 0.534
H -6.400 1.494 -2.485
H -1.773 0.291 1.816
C -1.609 5.701 -0.808
C 0.612 -3.898 -1.990
C 4.147 -2.244 1.606
C -2.272 -1.376 3.048
H 1.504 3.302 -2.703
H -0.349 -4.162 3.205
C -1.969 3.324 -1.012
H -2.578 6.670 0.840
C 6.342 -1.731 0.761
C -4.386 -1.214 -2.342
C -2.034 -1.570 -1.924
H -3.612 4.585 1.680
H -2.370 3.376 -4.010
C -2.760 3.364 0.142
H -6.491 -0.969 -2.700
C -1.502 2.792 -4.288
H 3.613 -4.718 -0.598
H -0.770 4.493 -2.365
H 3.306 -6.675 -2.055
C 1.752 -3.793 -1.190
H -0.429 -5.088 -3.430
C 2.555 -5.897 -2.036
C -1.840 -2.647 3.447
C 1.175 1.501 2.176
H 3.098 1.429 -2.273
C 0.131 2.153 -5.937
C 2.427 2.023 -0.345
C 3.158 2.329 -1.645
H 7.392 -1.541 0.938
H 0.700 0.297 3.898
H 4.750 3.473 -0.717
H -0.420 1.647 3.622
H 2.590 4.413 -1.839
N 1.185 -2.949 1.409
H 0.834 3.457 -0.585
C -1.486 -0.704 2.156
C 0.643 2.430 1.283
C -3.129 0.801 -1.902
H 3.104 3.649 -3.339
H 1.195 1.950 4.246
H 4.118 -1.989 -1.779
C -1.391 4.502 -1.477
N -0.349 -1.200 1.634
C -5.505 0.901 -2.355
C 0.697 1.256 -5.041
H -0.164 -3.141 -1.969
P -1.550 1.692 -1.685
H 3.493 -2.451 2.444
H 5.157 2.811 -2.301
H 0.538 2.247 -6.935
H 3.808 0.482 0.269
H 6.505 -1.541 -1.373
C 5.497 -1.993 1.829
C 0.454 -5.005 -2.811
P 1.880 -2.394 -0.065
C 2.542 3.489 -2.420
H -4.270 2.617 -2.023
C 2.725 -4.797 -1.212
C -5.556 -0.474 -2.476
C 4.500 -1.977 -0.763
C 4.640 2.602 -1.366
C 1.422 -5.998 -2.835
C -0.970 2.913 -5.563
H 1.295 -6.858 -3.480
C 2.311 0.789 1.761
H -3.233 2.456 0.505
C -3.173 -0.607 -2.033
H -3.182 -0.938 3.428
H 1.392 -3.902 1.679
H 5.889 -2.012 2.837
C -2.402 5.733 0.328
C -2.981 4.561 0.802
Y 0.326 0.090 -0.258
C 0.169 1.146 -3.765
C -4.292 1.537 -2.087
H -1.422 3.595 -6.271
H 1.534 0.641 -5.342
H -2.417 -3.220 4.160
H 5.142 1.758 -0.893
```

E   -2684.09799 Eh
Gap between HOMO and LUMO   0.2288 Eh
Net charge   +2
2S+1   1



The evaluated F_max for the records listed, in turn: 6.7 1.2 0.9 6.9 2.6 4.3 4.1 4.3 0.7 1.1 0.4 eV/Å.